No. 1
{
  "formula": "C44H33ClN5O10RbS",
  "method": "wB97M-V/def2-TZVPD",
  "species": ["Rb", "O", "N", "O", "C", "C", "C", "C", "C", "C", "N", "C", "C", "N", "C", "C", "C", "C", "H", "H", "H", "H", "H", "H", "H", "O", "C", "C", "C", "C", "C", "C", "C", "C", "N", "H", "H", "H", "H", "H", "H", "H", "H", "H", "H", "H", "Cl", "C", "C", "C", "C", "C", "C", "C", "O", "O", "H", "H", "H", "H", "C", "C", "O", "S", "C", "C", "C", "C", "C", "C", "C", "C", "H", "H", "H", "H", "H", "H", "H", "O", "C", "O", "C", "C", "C", "C", "C", "C", "N", "O", "O", "H", "H", "H", "H"],
  "xyz": [[-0.43974, 0.72350, 0.13375], [1.25281, 0.47953, -7.63299], [1.82285, -0.48434, -7.15382], [2.53834, -1.23742, -7.79323], [1.65282, -0.75421, -5.70890], [2.66634, -1.43154, -5.13035], [2.63952, -1.70994, -3.73211], [3.66768, -2.41705, -3.08050], [3.55412, -2.65353, -1.73969], [2.42175, -2.16668, -1.05509], [1.46134, -1.48722, -1.64171], [1.55274, -1.27068, -2.96499], [0.45870, -0.55813, -3.61138], [-0.55812, -0.18300, -2.82002], [-1.59432, 0.42836, -3.34894], [-1.67057, 0.70744, -4.72379], [-0.63449, 0.35791, -5.54653], [0.48954, -0.29324, -4.99733], [3.50450, -1.75674, -5.72978], [4.52313, -2.76685, -3.64712], [4.30238, -3.20674, -1.18848], [2.30080, -2.35554, 0.00691], [-2.39068, 0.68466, -2.65015], [-2.54564, 1.20375, -5.12157], [-0.67448, 0.58104, -6.60064], [1.65330, 0.16321, 2.27341], [2.88177, 0.23654, 1.59617], [3.44821, 1.63330, 1.78013], [2.76646, 2.69876, 0.91125], [3.22763, 2.64259, -0.51788], [4.38666, 3.32388, -0.90417], [4.82811, 3.25033, -2.21041], [4.09568, 2.49470, -3.11513], [2.96056, 1.85368, -2.65028], [2.52941, 1.90984, -1.39149], [1.18607, -0.66725, 2.00824], [2.75342, 0.03572, 0.52280], [3.59110, -0.51293, 1.97775], [4.52468, 1.62297, 1.56994], [3.33258, 1.90010, 2.83363], [3.00089, 3.69000, 1.30729], [1.67801, 2.61951, 0.93783], [4.91826, 3.91105, -0.16559], [5.72168, 3.77940, -2.51978], [4.38389, 2.40750, -4.15441], [2.35518, 1.26724, -3.33448], [-3.49928, 1.72119, 6.70017], [-2.77115, 2.38216, 5.24478], [-2.19496, 1.52503, 4.32610], [-1.62224, 2.06555, 3.18179], [-1.61598, 3.43575, 2.95380], [-2.20662, 4.26623, 3.90128], [-2.78859, 3.75282, 5.04974], [-0.97766, 4.05800, 1.69760], [-0.99118, 5.29873, 1.63556], [-0.50830, 3.23976, 0.86602], [-2.19486, 0.45725, 4.49783], [-1.16499, 1.39740, 2.46641], [-2.19023, 5.33021, 3.70173], [-3.25048, 4.39767, 5.78608], [-10.48842, -0.01930, -0.88741], [-11.05848, -1.24096, -0.20868], [-12.25223, -1.41100, -0.10716], [-9.98114, -2.43764, 0.54197], [-8.34665, -1.82242, 0.26759], [-7.61177, -2.22698, -0.84449], [-6.35017, -1.71304, -1.07573], [-5.76405, -0.78160, -0.19891], [-6.51218, -0.40469, 0.93345], [-7.77256, -0.91863, 1.16255], [-4.46793, -0.25508, -0.43348], [-3.32542, 0.19576, -0.55479], [-11.02737, 0.10473, -1.82621], [-9.41813, -0.06453, -1.06191], [-10.71033, 0.84289, -0.25584], [-8.03539, -2.94799, -1.53443], [-5.78703, -2.03488, -1.94204], [-6.07107, 0.30036, 1.62563], [-8.33080, -0.61530, 2.04104], [0.95519, -3.86649, 1.39347], [0.12597, -3.01291, 1.04213], [0.19475, -1.76030, 1.19406], [-1.11974, -3.49697, 0.30951], [-1.81653, -4.61513, 0.76005], [-2.95474, -5.04527, 0.10187], [-3.36050, -4.34790, -1.02738], [-2.68589, -3.23816, -1.50573], [-1.56047, -2.81435, -0.81951], [-4.54311, -4.82849, -1.75616], [-5.13168, -5.80396, -1.32346], [-4.86430, -4.25514, -2.78164], [-1.44940, -5.14448, 1.62982], [-3.52017, -5.90085, 0.43789], [-3.04785, -2.71077, -2.37502], [-0.97858, -1.97100, -1.16698]],
  "lowdin_charge": [0.87, 0.07, -0.34, 0.06, -0.08, 0.06, -0.15, -0.01, -0.02, -0.09, 0.16, -0.16, -0.16, 0.10, -0.10, -0.02, 0.00, -0.08, 0.13, 0.11, 0.11, 0.10, 0.06, 0.11, 0.10, -0.13, -0.30, -0.16, -0.13, -0.26, -0.03, -0.08, -0.08, -0.13, 0.14, 0.02, 0.09, 0.12, 0.11, 0.12, 0.12, 0.08, 0.11, 0.10, 0.09, 0.09, 0.59, -0.67, -0.10, -0.02, -0.11, -0.03, -0.12, -0.66, -0.04, -0.23, 0.11, 0.05, 0.11, 0.09, -0.05, -0.76, -0.04, 1.01, -0.60, -0.11, -0.04, -0.27, -0.03, -0.12, -0.24, -0.12, 0.08, 0.06, 0.09, 0.10, 0.10, 0.12, 0.10, -0.01, -0.65, -0.16, -0.10, -0.01, 0.00, -0.16, 0.01, -0.01, -0.35, 0.05, 0.04, 0.12, 0.11, 0.11, 0.07],
  "lumo_ev": 2.38,
  "charge": -2,
  "e_tot_ha": -3605.13222,
  "homo_energy_ev": -3.122,
  "gap_ev": 5.503,
  "e_above_lowest_kcal_mol": 8.4,
  "multiplicity": 1
}

=====

No. 2
{
  "formula": "C4H6N2",
  "method": "wB97M-V/def2-TZVPD",
  "species": ["N", "C", "C", "C", "C", "N", "H", "H", "H", "H", "H", "H"],
  "xyz": [[3.40222, -0.57344, 0.60320], [2.26336, -0.43999, 0.44745], [0.83716, -0.25903, 0.32666], [-0.20747, 0.23412, 1.28662], [-1.09630, -0.07208, 0.05307], [0.10992, -0.50452, -0.70326], [-0.37267, -0.38159, 2.17484], [-0.12443, 1.28584, 1.57414], [-1.10136, 0.86436, -3.40809], [-1.58860, 0.78456, -0.41492], [-1.81342, -0.88802, 0.17522], [-0.71312, 0.41308, -2.96101]],
  "nbo_charge": [-0.25, 0.23, 0.14, -0.46, -0.24, -0.30, 0.23, 0.23, -0.02, 0.21, 0.21, 0.01],
  "lumo_ev": 0.13,
  "charge": 0,
  "e_tot_ha": -265.42779,
  "homo_energy_ev": -11.000,
  "gap_ev": 11.131,
  "e_above_lowest_kcal_mol": 67.6,
  "multiplicity": 1
}